(1)
ORCA calculation (the ωB97M-V functional and the def2-TZVPD basis) on C4H8O as an isolated structure.

Gap between HOMO and LUMO (spin up / spin down), eV: 8.052 / 8.051
LUMO (spin up / spin down), eV: 0.77 / 0.77

Last column: natural (NBO) charge in e.
Geometry (Å):
H: -0.047 1.164 0.171  0.24
C: 0.664 -0.899 -0.481  -0.51
H: 0.496 0.721 -1.931  0.21
H: -1.493 -1.270 -1.036  0.19
H: 1.599 1.109 -0.560  0.22
H: 0.961 -1.628 -1.240  0.22
H: -1.354 1.313 1.972  0.19
C: -0.673 0.749 1.335  -0.33
C: 0.709 0.561 -0.877  -0.66
O: -1.417 -0.180 0.627  -0.39
H: 1.198 -1.122 0.449  0.23
H: 0.162 0.310 1.892  0.16
C: -0.806 -0.827 -0.319  0.24

Force components x, y, z for each atom (eV/Å):
H -0.064 0.012 0.198
C -0.074 -0.065 0.075
H 0.067 -0.065 0.115
H 0.070 0.057 0.082
H -0.179 -0.019 -0.019
H -0.062 0.114 0.122
H 0.142 -0.048 -0.098
C 0.072 0.026 0.179
C 0.234 0.064 -0.237
O 0.011 -0.127 -0.142
H -0.090 0.047 -0.134
H -0.095 0.083 -0.095
C -0.036 -0.079 -0.046


(2)
ORCA calculation (the ωB97M-V functional and the def2-TZVPD basis) on a 2-piece molecular cluster, C4H6ClNO3 overall.

SMILES: C=COC(=C)Cl.O=NO
Gap between HOMO and LUMO, eV: 8.996
LUMO, eV: 0.32

Last column: natural (NBO) charge in e.
Geometry (Å):
N: -0.713 -1.569 2.028  0.35
C: 0.606 0.009 -2.079  0.11
C: -0.382 0.653 -0.002  0.34
O: 0.631 0.216 -0.700  -0.50
O: -1.463 -1.415 3.198  -0.55
H: 0.754 1.183 1.657  0.21
H: -0.916 -0.760 3.639  0.47
C: 1.768 0.046 -2.724  -0.45
Cl: -1.890 0.786 -0.939  -0.04
H: 1.816 -0.144 -3.712  0.21
H: 2.700 0.207 -2.209  0.22
H: -0.857 1.943 1.734  0.23
O: -1.344 -2.195 1.241  -0.28
H: -0.500 -0.232 -2.362  0.22
C: -0.209 1.272 1.228  -0.54

Force components x, y, z for each atom (eV/Å):
N -1.589 -1.432 -1.073
C -1.695 -0.620 0.376
C -1.202 3.391 2.063
O 1.550 -1.050 -0.337
O 0.326 0.211 -0.334
H 0.945 -0.152 0.175
H 0.073 0.210 0.638
C -0.974 0.239 2.844
Cl -0.007 0.080 1.105
H -0.014 -0.600 -3.130
H -0.030 0.195 0.251
H -1.088 -0.103 0.012
O 1.182 0.775 0.826
H 2.753 0.456 -0.389
C -0.227 -1.601 -3.026


(3)
ORCA calculation (the ωB97M-V functional and the def2-TZVPD basis) on a 8-piece molecular cluster, C19H35Cl6NO15 overall.

SMILES: COC(=O)OC.COC(=O)OC.COC(=O)OC.COC(=O)OC.COC(=O)OC.ClC(Cl)Cl.ClC(Cl)Cl.CC#N
Gap between HOMO and LUMO, eV: 10.611
LUMO, eV: 0.22

Last column: Löwdin charge in e.
Geometry (Å):
Cl: -14.322 20.395 -3.626  0.58
H: -10.300 27.435 -7.130  0.09
Cl: -17.180 20.747 -4.617  0.62
C: -13.748 28.702 -3.508  -0.04
H: -16.318 16.288 -10.195  0.10
C: -15.458 21.253 -4.744  -1.44
C: -16.696 19.537 -1.285  -0.10
H: -17.728 19.196 -1.364  0.09
C: -17.010 22.752 -8.113  -0.05
H: -21.172 22.232 -4.020  0.09
C: -13.434 19.175 -8.849  -0.03
H: -17.864 26.614 -6.320  0.09
O: -15.182 17.217 0.849  -0.02
H: -12.608 18.822 -9.465  0.09
C: -19.148 23.368 -7.165  -0.56
H: -16.209 22.061 -7.852  0.08
H: -16.388 26.689 -7.167  0.11
H: -20.168 22.397 -2.522  0.08
H: -11.817 26.764 -6.436  0.07
H: -19.436 21.870 -4.017  0.00
Cl: -18.413 24.973 -3.343  0.55
O: -15.890 19.245 -7.421  0.13
O: -10.076 25.980 -5.633  0.00
O: -9.722 24.371 -4.083  0.10
H: -13.264 28.943 -4.454  0.09
H: -10.915 25.860 -7.586  0.09
H: -13.075 19.437 -7.854  0.09
C: -10.796 26.543 -6.746  -0.03
H: -17.148 15.445 -8.848  0.10
C: -20.087 25.342 -8.330  -0.02
H: -13.098 28.116 -2.859  0.10
C: -11.614 22.826 -5.167  -0.09
H: -14.393 15.813 2.183  0.09
O: -14.391 18.078 -8.821  -0.07
H: -16.742 20.511 -0.798  0.09
C: -15.636 18.343 -8.155  -0.51
H: -15.435 15.760 -8.800  0.09
H: -16.489 19.678 -2.346  -0.01
O: -16.338 26.969 -5.077  0.00
C: -10.364 24.799 -5.040  -0.53
C: -16.809 26.361 -6.217  -0.07
H: -16.075 15.719 2.048  0.09
O: -18.084 22.586 -7.203  -0.03
O: -14.175 26.926 -5.666  0.08
H: -15.190 20.942 -5.754  -0.02
C: -20.515 20.429 -3.147  -0.30
O: -14.936 27.965 -3.727  -0.05
Cl: -16.892 26.615 -1.432  0.56
C: -16.390 16.183 -9.112  -0.05
N: -20.574 19.310 -2.859  0.13
H: -16.689 25.281 -6.134  0.06
O: -20.089 23.095 -6.432  0.11
C: -16.983 25.071 -2.276  -1.50
C: -20.353 21.822 -3.429  -0.11
H: -15.453 17.122 2.924  0.09
O: -11.379 24.106 -5.616  -0.01
H: -19.978 25.623 -9.377  0.09
H: -21.089 24.923 -8.425  0.10
C: -16.186 18.061 0.483  -0.52
O: -16.564 17.431 -8.485  0.00
O: -19.037 24.368 -8.103  -0.05
Cl: -15.386 22.999 -4.757  0.62
H: -16.202 24.972 -3.031  -0.04
H: -13.976 19.982 -9.343  0.09
H: -11.732 22.109 -5.980  0.09
H: -16.502 23.709 -8.001  0.08
O: -17.264 18.275 1.085  0.08
H: -13.978 29.687 -3.100  0.09
H: -17.308 22.631 -9.155  0.10
H: -10.761 22.398 -4.640  0.10
C: -15.270 16.453 2.084  -0.03
H: -12.496 22.803 -4.528  0.05
H: -19.879 26.253 -7.768  0.09
C: -15.091 27.222 -4.870  -0.55
O: -15.838 18.607 -0.697  0.00
Cl: -16.961 23.766 -1.019  0.51

Force components x, y, z for each atom (eV/Å):
Cl -0.763 0.893 -0.587
H 0.274 -0.141 0.609
Cl 0.868 -0.041 0.371
C 0.767 0.051 -0.673
H -0.276 0.122 -0.019
C -0.448 -1.112 -0.824
C -2.026 0.690 -0.983
H -0.128 -0.376 0.641
C 0.922 0.638 -0.219
H 0.086 -0.028 0.121
C -1.015 -0.547 -0.146
H -0.035 -0.179 0.495
O -0.457 0.295 -0.024
H -0.153 0.045 0.074
C -1.632 -0.066 -0.156
H -0.561 -0.555 0.052
H 0.698 0.197 0.310
H -0.242 -0.067 0.029
H 0.065 0.291 0.116
H -0.142 0.444 -0.183
Cl -0.143 -0.101 0.476
O 0.573 0.410 -0.140
O 0.117 -0.542 0.300
O -1.229 1.267 -1.988
H 0.213 -0.462 -0.055
H 0.379 -0.337 0.128
H -0.181 0.043 -0.037
C -1.166 -0.700 -0.124
H -0.352 0.700 0.209
C 0.538 -0.391 -1.381
H 0.124 0.284 -0.048
C 0.053 -2.152 0.974
H 0.381 0.773 -0.159
O -1.925 0.431 1.332
H 0.420 -0.094 0.260
C 1.580 -1.668 -1.756
H 0.058 -0.082 0.031
H 0.866 -0.183 0.457
O -1.164 0.977 1.996
C 1.042 -0.812 1.120
C -0.736 -1.103 -1.790
H -0.421 0.333 -0.227
O 0.356 -0.405 0.375
O -1.976 0.584 2.126
H 0.145 -0.098 0.325
C -0.354 -1.914 0.938
O -1.486 -1.009 -1.181
Cl -0.012 -0.154 -0.323
C 1.876 -0.628 -0.555
N 0.021 1.016 -0.419
H -0.098 -0.052 -0.109
O 1.472 1.262 -1.342
C -0.407 -0.198 0.096
C 0.579 0.627 -0.460
H 0.284 -0.111 -0.018
O 0.775 2.234 -1.001
H 0.672 0.132 -0.103
H -0.029 -0.068 1.398
C -2.464 0.021 1.367
O -0.635 0.903 0.879
O -0.484 -0.389 0.812
Cl 0.381 0.337 0.418
H 0.407 -0.109 0.891
H 0.513 0.384 0.173
H -0.415 0.487 -0.499
H -0.447 0.379 -0.026
O 3.532 -0.749 -1.563
H -0.424 -0.367 0.454
H -0.140 -0.109 0.143
H -0.007 0.431 0.391
C -0.943 0.066 -0.414
H 0.084 -0.033 0.000
H -0.646 -0.378 0.472
C 4.200 1.034 -1.590
O 0.790 -0.767 0.878
Cl 0.049 0.495 -1.115


We obtain energy relative to the best compared isomer or geometry (same formula, charge and spin) values of 446.9; 496.9; 0.0 kJ/mol for the records listed above, in that order.
We obtain max |F| values of 0.34; 4.15; 4.61 eV/Å for the records listed above, in that order.
We obtain E values of -232.2754; -896.4973; -4689.3896 hartree for the records listed above, in that order.